DFT (ωB97M-V/def2-TZVPD) results for a structure of composition C15H16N2O8Pd.

The geometry in ORCA input format:
```
! wB97M-V def2-TZVPD RIJCOSX def2/J DEFGRID3
* xyz 0 1
Pd 0.5711 0.0086 1.1108
O -3.0213 -2.9002 0.2239
O 0.8015 2.0863 2.5541
O 2.2601 -0.2612 4.7565
O -1.2800 0.3483 -0.0657
O -0.3397 -1.6395 -0.2112
O 2.3675 -0.3549 2.5322
O -0.3420 -0.3164 2.9288
O -2.2630 0.5863 3.6739
N 3.1689 0.7175 -2.0752
N 1.6618 0.5934 -0.5017
C -1.1565 0.6718 3.1978
C -0.5811 2.0718 2.9503
C -4.2733 -2.7243 -1.8261
C 2.0852 0.2550 3.5480
C -3.2383 -2.3262 -0.9890
C -2.6014 -0.6623 -2.5927
C 1.6815 1.7187 3.5873
C -2.3908 -1.2902 -1.3739
C 2.6231 1.9753 -1.9443
C -3.6231 -1.0638 -3.4411
C 4.2245 0.3193 -2.9921
C 1.6833 1.8843 -0.9672
C 2.5576 -0.0809 -1.1848
C -1.2668 -0.8495 -0.4893
C -4.4594 -2.0982 -3.0492
H 4.4293 1.1479 -3.6641
H -3.7703 -0.5694 -4.3915
H 2.6099 2.2773 3.4338
H 2.9414 2.7972 -2.5594
H 1.2798 1.9689 4.5706
H 3.9052 -0.5382 -3.5804
H -1.9516 0.1583 -2.8711
H 2.5229 -1.1883 4.6373
H -4.9352 -3.5249 -1.5147
H 1.0209 2.6357 -0.5763
H -1.1358 2.5349 2.1358
H 2.7665 -1.1322 -1.0777
H -3.6948 -3.5679 0.3872
H 5.1330 0.0724 -2.4462
H -0.7032 2.6789 3.8502
H -5.2674 -2.4196 -3.6936
*
```

Computed properties:
Gap between HOMO and LUMO (spin up / spin down) ... 7.79 / 7.82 eV



DFT (ωB97M-V/def2-TZVPD) results for a structure of composition C15H16N7OPtS in a non-equilibrium geometry.

The geometry in ORCA input format:
```
! wB97M-V def2-TZVPD RIJCOSX def2/J DEFGRID3
* xyz 1 1
Pt 0.3702 0.5778 -0.0001
S 2.9821 0.3847 -0.0004
O -2.4252 3.6783 0.0001
N 4.0711 -3.3295 0.0005
N 4.3578 -2.0068 0.0002
N 1.0257 2.9021 0.0000
N -1.3918 1.6593 -0.0001
N -1.7994 -1.1363 -0.0003
N 0.9064 -1.7910 0.0001
N 2.2249 -2.1727 0.0002
C 0.0007 5.0557 -0.0001
C -2.7353 1.1254 -0.0003
C -4.3606 -2.2505 -0.0001
C -1.9966 -2.4595 -0.0003
C -4.1769 -0.8854 -0.0001
C 3.2400 -1.2556 0.0000
C -2.8776 -0.3584 -0.0002
C -1.4024 3.0075 0.0000
C 2.3696 4.8651 0.0000
C 1.2404 5.6701 -0.0001
C 2.2156 3.4846 0.0000
C -0.0602 3.6663 0.0000
C -3.2345 -3.0630 -0.0002
C 2.7855 -3.4332 0.0005
C 1.9277 -4.6347 0.0008
H 5.3158 -1.6928 0.0002
H 1.2906 -4.6403 -0.8864
H 3.3626 5.2879 0.0000
H -3.2667 1.5274 -0.8776
H 0.4111 -2.0976 -0.8373
H 1.3240 6.7475 -0.0002
H -3.3180 -4.1381 -0.0002
H -0.9321 5.5996 -0.0002
H 1.2905 -4.6397 0.8879
H -1.1312 -3.1062 -0.0004
H -3.2669 1.5275 0.8769
H 0.4108 -2.0978 0.8372
H 3.0899 2.8495 0.0001
H 2.5349 -5.5333 0.0012
H -5.0245 -0.2167 0.0000
H -5.3487 -2.6790 0.0000
*
```

Computed properties:
Gap between HOMO and LUMO ... 6.87 eV



Across the entries above, total energy takes the values -38654.306; -42367.629 eV, respectively.
Across the entries above, ΔE to the lowest compared entry with this formula, charge and spin takes the values 1.2015; 2.4602 eV, respectively.